1.
The following is a quantum chemistry calculation of C14H13F4NV as an isolated structure, from the Open Molecules 2025 dataset.

XYZ file:
```
33
Properties=species:S:1:pos:R:3:nbo_charge:R:1
V -1.09 -2.24 2.43 1.92
F 0.28 -2.52 1.20 -0.53
F -1.56 -0.69 1.50 -0.54
F 1.47 1.34 -4.73 -0.32
C 0.48 1.27 -3.82 0.41
C 0.81 1.00 -2.51 -0.28
C -0.22 0.81 -1.60 -0.20
C -1.54 0.95 -1.97 -0.25
C -1.86 1.27 -3.29 -0.19
C -0.83 1.48 -4.21 -0.28
H 1.81 0.82 -2.15 0.23
H 0.05 0.41 -0.63 0.21
H -2.41 0.86 -1.32 0.21
H -2.85 1.35 -3.71 0.22
H -1.02 1.75 -5.24 0.23
F 3.62 2.91 4.53 -0.32
C 3.23 2.26 3.42 0.41
C 4.16 1.54 2.71 -0.28
C 3.73 0.75 1.65 -0.18
C 2.37 0.67 1.37 -0.25
C 1.45 1.47 2.04 -0.21
C 1.89 2.29 3.08 -0.29
H 5.23 1.54 2.84 0.24
H 4.42 0.04 1.21 0.22
H 2.12 -0.05 0.59 0.21
H 0.44 1.30 1.69 0.22
H 1.20 2.63 3.85 0.23
C -4.58 -4.40 -0.06 -0.76
C -3.54 -3.75 0.71 0.56
N -2.64 -3.29 1.23 -0.54
H -5.00 -5.26 0.46 0.29
H -4.18 -4.74 -1.01 0.30
H -5.44 -3.76 -0.24 0.30
```

## Properties
**Highest occupied orbital energy (spin up / spin down)**: -11.12 / -11.12 eV
**Expectation value of S²**: 2.02
**Total charge**: +1
**Gap between HOMO and LUMO (spin up / spin down)**: 0.1347 / 0.1680 Eh
**2S+1**: 3


2.
The following is a quantum chemistry calculation of a 2-piece molecular cluster, C4H10O overall, from the Open Molecules 2025 dataset.

XYZ file:
```
15
Properties=species:S:1:pos:R:3:nbo_charge:R:1
C 1.41 -0.45 -0.63 -0.64
C 0.65 -0.42 0.69 -0.34
C -0.88 -0.58 0.57 -0.41
C -1.48 0.45 -0.34 -0.58
O 0.85 2.31 -0.13 -0.21
H 2.48 -0.30 -0.39 0.22
H 1.15 0.54 -1.11 0.24
H 1.23 -1.30 -1.24 0.21
H 1.04 -1.04 1.48 0.21
H 0.71 0.70 0.91 0.22
H -1.17 -1.65 0.25 0.23
H -2.54 0.55 -0.26 0.22
H -0.88 1.39 -0.05 0.23
H -1.27 0.27 -1.38 0.21
H -1.30 -0.45 1.63 0.21
```

## Properties
**Highest occupied orbital energy**: -11.21 eV
**Relative energy (zero: lowest compared OMol25 entry of this formula, charge and spin)**: 169.4 kcal per mole
**Gap between HOMO and LUMO**: 0.2745 Eh


3.
The following is a quantum chemistry calculation of C52H32Cl4N4O5Sn as an isolated structure, from the Open Molecules 2025 dataset.

XYZ file:
```
98
Properties=species:S:1:pos:R:3:lowdin_charge:R:1
Sn 0.74 -0.21 0.40 1.32
Cl 6.40 -7.53 -0.91 0.62
C 5.23 -6.29 -1.04 -0.71
C 5.42 -5.13 -1.83 -0.10
C 4.44 -4.14 -1.81 -0.06
C 3.30 -4.29 -1.01 -0.21
C 3.08 -5.47 -0.29 -0.05
C 4.02 -6.48 -0.32 -0.12
C 2.41 -3.12 -0.91 -0.09
C 1.01 -3.42 -0.79 -0.27
C 0.50 -4.72 -1.28 -0.05
C -0.82 -4.78 -0.90 -0.07
C -1.20 -3.53 -0.30 -0.17
C -2.52 -3.20 0.10 -0.06
C -3.66 -4.12 -0.12 -0.18
C -4.64 -4.33 0.89 -0.02
C -5.64 -5.26 0.65 -0.12
C -5.78 -5.88 -0.61 -0.72
Cl -7.10 -6.89 -0.99 0.63
C -4.82 -5.63 -1.61 -0.12
C -3.79 -4.73 -1.39 -0.05
C -2.78 -1.81 0.68 -0.29
N -1.62 0.22 1.05 -0.08
C -2.34 1.06 0.10 -0.25
C -1.19 3.50 -0.10 -0.10
C -1.75 4.70 -0.75 -0.20
C -2.79 5.48 -0.17 -0.03
C -3.37 6.48 -0.92 -0.13
C -2.96 6.81 -2.22 -0.71
Cl -3.60 8.16 -3.07 0.63
C -1.96 6.00 -2.78 -0.10
C -1.36 4.97 -2.06 -0.05
C 0.21 3.33 -0.11 -0.20
C 1.07 4.42 -0.62 -0.04
C 2.34 3.96 -0.60 -0.06
C 2.33 2.57 -0.20 -0.27
N 1.04 2.19 0.16 0.01
C 3.52 1.77 -0.22 -0.10
C 3.58 0.39 -0.39 -0.26
C 4.80 -0.38 -0.21 -0.04
C 4.50 -1.74 -0.34 -0.05
C 3.10 -1.88 -0.67 -0.25
N 2.54 -0.55 -0.80 -0.08
C 4.78 2.55 0.02 -0.19
C 4.79 3.56 1.00 -0.04
C 5.95 4.26 1.23 -0.13
C 7.16 4.00 0.53 -0.71
Cl 8.57 4.84 1.01 0.63
C 7.11 3.03 -0.49 -0.09
C 5.92 2.35 -0.72 -0.06
C -3.68 0.38 -0.19 0.02
C -3.89 -0.98 0.02 0.05
N 0.00 -2.69 -0.27 0.04
H 6.30 -5.05 -2.46 0.09
H 4.57 -3.21 -2.39 0.13
H 2.19 -5.50 0.34 0.13
H 3.80 -7.44 0.15 0.10
H 1.10 -5.46 -1.80 0.10
H -1.45 -5.65 -1.03 0.09
H -4.59 -3.79 1.86 0.12
H -6.41 -5.42 1.38 0.09
H -4.95 -6.16 -2.55 0.09
H -3.03 -4.47 -2.18 0.14
H -3.05 5.23 0.86 0.11
H -4.13 7.13 -0.46 0.09
H -1.64 6.18 -3.79 0.09
H -0.61 4.32 -2.55 0.14
H 0.71 5.40 -0.87 0.09
H 3.22 4.52 -0.89 0.11
H 5.74 0.09 0.02 0.08
H 5.21 -2.56 -0.17 0.10
H 3.87 3.78 1.57 0.14
H 5.93 5.07 1.97 0.10
H 7.98 2.85 -1.11 0.10
H 5.89 1.53 -1.42 0.11
H -4.41 1.08 -0.61 0.12
H -4.79 -1.50 -0.33 0.11
O -2.01 1.67 -2.27 0.06
C -1.50 1.07 -1.35 -0.51
O -0.38 0.39 -1.32 -0.15
C -2.23 2.56 0.66 -0.08
C -2.20 2.81 2.23 -0.22
C -3.65 2.60 2.88 -0.13
C -3.41 1.59 3.98 -0.13
C -2.11 0.88 3.48 -0.21
O -1.30 2.00 3.02 -0.07
C -2.44 -0.01 2.27 -0.14
C -2.65 -1.53 2.26 -0.17
O -2.74 -2.28 3.22 0.10
O -1.62 -1.08 0.30 -0.24
H -3.19 2.98 0.29 0.13
H -1.86 3.82 2.27 0.13
H -4.39 2.36 2.06 0.12
H -3.98 3.57 3.31 0.11
H -4.20 0.87 4.20 0.12
H -3.19 2.21 4.89 0.13
H -1.54 0.36 4.25 0.15
H -3.48 0.34 2.04 0.14
```

## Properties
**Highest occupied orbital energy (spin up / spin down)**: -0.70 / -0.71 eV
**Total charge**: -2
**Gap between HOMO and LUMO (spin up / spin down)**: 0.1602 / 0.1605 Eh


4.
The following is a quantum chemistry calculation of a 2-piece molecular cluster, C5H10INO overall, from the Open Molecules 2025 dataset.

XYZ file:
```
18
Properties=species:S:1:pos:R:3:nbo_charge:R:1
C 0.04 0.32 -2.62 -0.42
C -0.03 1.19 -1.66 -0.19
C -1.54 -1.30 1.41 -0.69
C 0.98 1.37 -0.59 -0.32
C -0.19 -1.33 0.65 0.33
N 0.30 1.28 0.72 -0.74
O 0.92 -1.60 1.32 -0.66
I 1.23 1.38 2.48 0.27
H -0.73 0.43 -3.47 0.21
H 0.92 -0.34 -2.73 0.21
H -0.77 1.92 -1.35 0.22
H -2.33 -1.13 0.73 0.24
H -1.51 -2.12 2.04 0.22
H -1.33 -0.54 2.15 0.24
H 1.43 2.37 -0.64 0.20
H 1.82 0.60 -0.48 0.18
H -0.10 -1.02 -0.35 0.20
H 0.89 -1.49 2.40 0.50
```

## Properties
**Highest occupied orbital energy (spin up / spin down)**: -6.78 / -7.97 eV
**Relative energy (zero: lowest compared OMol25 entry of this formula, charge and spin)**: 110.1 kcal per mole
**Gap between HOMO and LUMO (spin up / spin down)**: 0.2326 / 0.3055 Eh


5.
The following is a quantum chemistry calculation of C5H13N as an isolated structure, from the Open Molecules 2025 dataset.

XYZ file:
```
19
Properties=species:S:1:pos:R:3:lowdin_charge:R:1
C 0.28 -1.87 -0.81 0.06
C 0.58 -0.98 0.35 -0.12
C -0.37 0.15 0.72 -0.45
C 0.20 1.44 0.11 -0.15
C -0.46 0.12 2.26 -0.10
N -0.14 0.83 -2.35 -0.11
H 1.06 -2.73 -0.93 0.13
H -0.84 -1.93 -0.95 0.12
H 0.79 -0.75 -0.93 0.12
H 1.37 -1.20 1.20 0.18
H -1.52 -0.08 0.36 0.19
H -0.66 2.24 0.12 0.11
H 0.98 2.03 0.58 0.06
H 0.47 1.17 -0.97 -0.03
H -1.34 0.75 2.40 0.08
H -0.47 -0.87 2.66 0.06
H 0.39 0.59 2.79 0.08
H -1.05 1.11 -2.45 -0.11
H 0.36 0.63 -3.17 -0.12
```

## Properties
**Highest occupied orbital energy**: -6.37 eV
**Relative energy (zero: lowest compared OMol25 entry of this formula, charge and spin)**: 191.8 kcal per mole
**Gap between HOMO and LUMO**: 0.1952 Eh


6.
The following is a quantum chemistry calculation of C22H39AgF4NO8 as an isolated structure, from the Open Molecules 2025 dataset.

XYZ file:
```
75
Properties=species:S:1:pos:R:3:lowdin_charge:R:1
Ag 0.02 0.33 -0.79 0.77
C -1.64 1.19 -3.13 -0.44
O -0.55 1.92 -2.52 -0.19
O -1.70 -0.10 -2.57 -0.26
C -2.95 2.06 -3.38 -0.53
F -3.20 3.01 -2.42 0.08
F -2.89 2.69 -4.54 0.12
F -4.07 1.32 -3.50 0.12
C -0.20 3.27 -3.04 -0.23
C 1.06 3.74 -2.34 -0.08
H 1.92 3.15 -2.67 0.07
H 1.14 4.80 -2.57 0.07
H 1.05 3.56 -1.27 0.05
H -1.02 3.98 -2.92 0.10
H 0.07 3.26 -4.09 0.11
H -1.23 0.88 -4.09 0.11
C -3.28 -1.84 2.10 -0.07
C -1.81 -2.23 2.17 -0.48
C -1.80 -3.24 3.36 -0.18
C -0.53 -4.05 3.48 -0.22
C -0.32 -4.76 2.15 -0.18
C -0.13 -3.81 0.96 -0.54
N -1.30 -2.88 0.91 -0.14
O -1.32 -1.97 -0.28 -0.32
C -0.19 -4.74 -0.26 -0.06
C 1.28 -3.27 1.06 -0.06
C -1.00 -0.93 2.60 -0.04
H -3.50 -1.11 1.32 0.07
H -3.60 -1.50 3.09 0.07
H -3.88 -2.70 1.82 0.07
H -2.65 -3.92 3.30 0.11
H -1.93 -2.86 4.37 0.10
H -0.69 -4.77 4.28 0.10
H 0.33 -3.47 3.81 0.10
H -1.13 -5.47 2.02 0.12
H 0.62 -5.28 2.36 0.10
H -1.17 -5.18 -0.47 0.08
H 0.59 -5.49 -0.11 0.07
H 0.17 -4.11 -1.07 0.07
H 1.52 -2.68 0.18 0.07
H 2.02 -4.07 1.09 0.07
H 1.41 -2.53 1.86 0.06
H -0.96 -0.13 1.86 0.03
H 0.06 -1.15 2.59 0.05
H -1.45 -0.48 3.48 0.06
C 3.49 -0.13 -3.95 -0.03
C 2.00 -0.48 -3.85 -0.43
O 1.49 -0.28 -2.75 0.02
C 1.19 -0.85 -5.07 -0.01
H 3.86 0.30 -3.02 0.07
H 3.74 0.63 -4.69 0.07
H 4.15 -0.97 -4.17 0.07
H 0.73 0.06 -5.46 0.08
H 0.34 -1.41 -4.68 0.09
H 1.72 -1.33 -5.89 0.07
C -2.74 2.56 1.10 -0.01
C -1.28 2.64 1.43 -0.44
O -0.50 2.09 0.64 -0.01
C -0.92 3.38 2.70 0.00
H -2.86 2.37 0.04 0.08
H -3.16 3.55 1.26 0.08
H -3.32 1.88 1.72 0.09
H 0.15 3.50 2.84 0.05
H -1.21 2.78 3.56 0.09
H -1.34 4.38 2.69 0.08
C 4.27 2.72 2.11 -0.01
C 2.95 3.59 1.96 -0.31
O 2.21 2.72 1.12 0.10
C 2.72 1.48 1.06 -0.56
O 2.15 0.55 0.53 0.12
O 3.80 1.40 1.81 0.09
F 3.17 4.71 1.30 0.10
H 4.63 2.83 3.14 0.13
H 5.04 3.08 1.42 0.13
H 2.42 3.76 2.90 0.16
```

## Properties
**Highest occupied orbital energy**: -1.87 eV
**Total charge**: -1
**Gap between HOMO and LUMO**: 0.1416 Eh


7.
The following is a quantum chemistry calculation of a 6-piece molecular cluster, C18H42N6O6 overall, from the Open Molecules 2025 dataset.

XYZ file:
```
72
Properties=species:S:1:pos:R:3:lowdin_charge:R:1
C 4.74 2.13 -1.28 -0.08
N 3.32 2.11 -1.00 -0.17
C 2.41 1.38 -1.88 -0.04
C 2.75 2.59 0.18 -0.32
O 1.58 2.42 0.43 0.01
H 5.17 1.12 -1.33 0.08
H 5.30 2.66 -0.48 0.10
H 4.98 2.60 -2.23 0.08
H 2.34 0.39 -1.51 0.06
H 1.40 1.80 -1.84 0.07
H 2.70 1.36 -2.94 0.09
H 3.51 3.07 0.81 0.13
C 0.69 -1.19 -6.73 -0.06
N 0.25 0.01 -6.07 -0.18
C -1.21 0.30 -6.07 -0.03
C 1.04 0.85 -5.37 -0.38
O 0.65 1.80 -4.74 0.00
H 1.78 -1.23 -6.66 0.08
H 0.42 -1.11 -7.78 0.09
H 0.32 -2.13 -6.27 0.10
H -1.56 0.40 -7.11 0.10
H -1.72 -0.56 -5.71 0.07
H -1.50 1.15 -5.46 0.09
H 2.12 0.58 -5.46 0.14
C 2.93 -1.56 2.82 -0.06
N 4.19 -1.10 2.31 -0.20
C 4.29 -0.01 1.43 -0.07
C 5.35 -1.51 2.91 -0.33
O 6.47 -1.08 2.68 0.01
H 2.27 -1.93 2.03 0.08
H 2.44 -0.72 3.32 0.09
H 2.99 -2.35 3.56 0.08
H 3.47 -0.05 0.69 0.09
H 4.35 0.96 1.94 0.10
H 5.21 -0.16 0.86 0.09
H 5.18 -2.33 3.62 0.13
C -5.30 -2.74 1.05 -0.09
N -4.00 -2.25 0.84 -0.19
C -3.08 -2.80 -0.14 -0.02
C -3.59 -1.22 1.60 -0.31
O -2.53 -0.65 1.42 -0.01
H -5.81 -2.24 1.89 0.10
H -5.35 -3.81 1.24 0.09
H -6.02 -2.60 0.24 0.09
H -3.01 -2.27 -1.10 0.09
H -2.11 -2.78 0.36 0.09
H -3.40 -3.83 -0.34 0.09
H -4.29 -0.91 2.37 0.12
C -1.92 0.25 4.77 -0.03
N -3.14 0.98 5.20 -0.18
C -3.32 1.39 6.56 -0.06
C -4.02 1.48 4.31 -0.38
O -5.07 2.04 4.47 0.02
H -1.85 0.17 3.69 0.05
H -1.93 -0.78 5.18 0.10
H -1.03 0.78 5.15 0.09
H -4.24 1.96 6.57 0.08
H -3.40 0.60 7.33 0.10
H -2.51 2.02 6.93 0.08
H -3.68 1.26 3.26 0.13
C -1.27 1.51 -0.84 -0.08
N -0.42 0.42 -1.07 -0.19
C -0.26 -0.07 -2.44 -0.05
C 0.11 -0.29 -0.05 -0.35
O 0.86 -1.25 -0.22 -0.02
H -2.15 1.37 -1.46 0.09
H -0.74 2.44 -1.11 0.09
H -1.54 1.59 0.21 0.09
H 0.73 -0.48 -2.59 0.07
H -0.91 -0.90 -2.63 0.08
H -0.42 0.70 -3.19 0.07
H 0.00 0.22 0.89 0.12
```

## Properties
**Highest occupied orbital energy**: -8.71 eV
**Relative energy (zero: lowest compared OMol25 entry of this formula, charge and spin)**: 78.9 kcal per mole
**Gap between HOMO and LUMO**: 0.3373 Eh
**Structure (SMILES)**: CN(C)C=O.CN(C)C=O.CN(C)C=O.CN(C)C=O.CN(C)C=O.CN(C)C=O